(1)
A structure of composition C41H46FN10O2 in a non-equilibrium geometry, computed with wB97M-V/def2-TZVPD.

Kohn-Sham gap, eV: 5.8
E, eV: -64969.045
2S+1: 1
Total charge: -1

Each line ends with the Mulliken charge.
Atoms and positions in Å:
N 2.9710 -4.5711 -2.0780  -0.476
C 2.9579 -4.4565 -3.3532  -0.470
C 2.2316 -3.3490 -4.0116  -0.735
C 1.2400 -3.6409 -5.1583  0.975
N 0.8327 -2.3645 -5.7581  -0.546
N -0.0182 -4.1119 -4.5616  -0.255
C -0.0830 -5.4905 -4.0984  -0.473
C -0.7785 -5.5981 -2.7402  -0.512
F -1.7476 -4.6286 -2.5106  -0.273
C 1.8627 -4.6084 -6.2410  0.117
O 1.8582 -4.2313 -7.4186  -0.734
O 2.2774 -5.6720 -5.7240  -0.700
H 3.5365 -5.3734 -1.8169  0.205
H 3.4791 -5.1489 -3.9904  0.461
H 2.9726 -2.6508 -4.3890  0.528
H 1.6706 -2.8384 -3.2379  0.052
H 1.6105 -1.7288 -5.7554  0.158
H 0.0933 -1.9744 -5.1927  0.192
H -0.7034 -4.0021 -5.2950  0.362
H 0.9133 -5.8709 -3.9614  0.200
H -0.5888 -6.1249 -4.8156  0.415
H -1.2547 -6.5626 -2.6054  0.313
H -0.0293 -5.4815 -1.9650  0.241
N 0.0143 0.5995 -6.0761  -0.466
C -0.8503 1.2683 -5.3571  -0.253
C -0.5785 2.4206 -4.6830  -0.077
C 0.6973 2.9566 -4.7840  -0.350
C 1.6382 2.2780 -5.5660  -0.487
C 1.2426 1.0864 -6.1808  -0.388
H -1.8356 0.8203 -5.2790  0.441
H -1.3458 2.8686 -4.0659  0.372
H 0.9624 3.8640 -4.2559  0.379
H 2.6520 2.6398 -5.6722  0.392
H 1.9387 0.5019 -6.7745  0.450
N -0.2304 -0.3566 -1.6330  -0.394
C -1.1524 -1.2456 -1.9819  -0.187
C -1.8715 -2.0056 -1.0712  -0.841
C -1.6040 -1.8422 0.2895  -0.515
C -0.6183 -0.9157 0.6622  0.366
C 0.0253 -0.2048 -0.3363  -1.045
H -1.3211 -1.3648 -3.0458  0.387
H -2.6054 -2.7119 -1.4252  0.452
H -2.1333 -2.4229 1.0346  0.530
H -0.3593 -0.7579 1.7018  0.879
H 0.7946 0.5223 -0.0937  0.479
N -3.5440 2.9229 -2.8358  -0.235
C -3.6788 2.2475 -1.7149  -0.381
C -4.5095 2.6144 -0.6842  -0.268
C -5.2609 3.7689 -0.8255  -0.322
C -5.1439 4.4920 -2.0061  -0.428
C -4.2703 4.0271 -2.9813  -0.344
H -3.0755 1.3505 -1.6303  0.556
H -4.5450 1.9951 0.1978  0.288
H -5.9249 4.1000 -0.0371  0.382
H -5.7088 5.4000 -2.1675  0.369
H -4.1395 4.5664 -3.9135  0.350
N 4.6415 -0.4918 1.0054  -0.582
C 3.7132 -1.3804 0.6767  -0.457
C 3.0218 -2.1452 1.6117  -0.295
C 3.3219 -1.9715 2.9700  -0.503
C 4.2994 -1.0237 3.3172  -0.268
C 4.9167 -0.3247 2.2919  -0.435
H 3.5063 -1.4872 -0.3822  0.666
H 2.2689 -2.8492 1.2857  0.450
H 2.8052 -2.5434 3.7309  0.476
H 4.5704 -0.8365 4.3479  0.598
H 5.6753 0.4183 2.5167  0.355
N -2.8610 0.7393 1.6999  -0.084
C -3.7136 0.9468 2.6895  -0.277
C -3.5725 0.4026 3.9455  -0.687
C -2.4765 -0.4133 4.1933  -0.606
C -1.5769 -0.6416 3.1676  -0.368
C -1.8124 -0.0416 1.9421  0.023
H -4.5611 1.5870 2.4645  0.340
H -4.3037 0.6103 4.7152  0.397
H -2.3303 -0.8625 5.1671  0.448
H -0.7112 -1.2741 3.3081  0.462
H -1.1328 -0.1976 1.1109  0.211
N 0.6767 0.3180 5.9822  -0.287
C 1.9290 0.3945 5.5462  0.113
C 2.9176 1.1282 6.1901  -0.405
C 2.5834 1.8270 7.3384  -0.360
C 1.2805 1.7567 7.7971  -0.676
C 0.3719 0.9819 7.0943  -0.061
H 2.1458 -0.1437 4.6335  0.173
H 3.9201 1.1615 5.7870  0.396
H 3.3200 2.4258 7.8570  0.364
H 0.9680 2.2949 8.6813  0.374
H -0.6581 0.9052 7.4263  0.330
N 0.6908 5.3913 5.6357  -0.502
C 0.3624 4.1423 5.3165  -0.185
C -0.3994 3.8081 4.2059  -0.284
C -0.8479 4.8251 3.3808  -0.492
C -0.5137 6.1312 3.7018  -0.373
C 0.2547 6.3583 4.8339  -0.268
H 0.7233 3.3660 5.9825  0.459
H -0.6291 2.7722 3.9982  0.464
H -1.4438 4.6047 2.5047  0.492
H -0.8392 6.9594 3.0879  0.377
H 0.5369 7.3678 5.1129  0.350


(2)
A structure of composition C41H47AsO2RhS2Sb2 in a non-equilibrium geometry, computed with wB97M-V/def2-TZVPD.

Kohn-Sham gap (alpha / beta), eV: 6.7 / 6.9
E, eV: -145960.981
2S+1: 2
Total charge: 0

Each line ends with the Mulliken spin population.
Atoms and positions in Å:
Rh 0.1911 0.2418 -0.0146  0.385
C -2.0657 0.2484 2.6775  0.031
C -1.0751 -0.5999 3.4544  -0.022
C 0.2263 -0.8754 2.7428  -0.001
Sb 2.0372 0.5629 2.3246  0.000
C 2.1148 2.4400 1.2487  0.031
C 2.3926 2.4685 -0.1057  0.016
C 2.5214 3.6756 -0.7811  0.019
C 2.3906 4.8749 -0.1000  -0.001
C 2.1274 4.8597 1.2659  0.010
C 1.9792 3.6513 1.9295  0.014
C 2.1669 1.4381 4.2819  0.004
C 3.2154 2.3305 4.5221  0.000
C 3.4368 2.8512 5.7874  0.001
C 2.6241 2.4730 6.8488  0.000
C 1.6014 1.5644 6.6335  0.000
C 1.3795 1.0508 5.3611  -0.002
Sb -1.2994 2.2505 2.4621  0.042
C -2.9927 3.0250 1.3893  -0.021
C -3.7541 4.0909 1.8613  -0.001
C -4.8441 4.5549 1.1366  0.000
C -5.1909 3.9553 -0.0664  0.000
C -4.4385 2.8928 -0.5462  0.008
C -3.3456 2.4333 0.1761  0.021
C -2.0714 2.8618 4.3917  0.012
C -1.2722 3.6772 5.1909  0.000
C -1.7093 4.1200 6.4345  0.001
C -2.9612 3.7477 6.8977  0.000
C -3.7727 2.9388 6.1113  0.000
C -3.3304 2.5027 4.8707  -0.001
H -2.9928 0.3225 3.2439  -0.002
H -2.3036 -0.1689 1.7005  0.015
H -1.5098 -1.5980 3.6125  0.002
H -0.9450 -0.1571 4.4389  0.001
H 0.4824 -1.9139 1.0919  0.011
H 0.7380 -1.7204 3.2094  0.002
H 2.5167 1.5405 -0.6502  -0.052
H 2.7120 3.6704 -1.8477  -0.001
H 2.4898 5.8147 -0.6278  0.000
H 2.0205 5.7882 1.8130  0.001
H 1.7240 3.6705 2.9830  -0.001
H 3.8718 2.6309 3.7118  0.000
H 4.2478 3.5510 5.9449  0.000
H 2.7934 2.8805 7.8372  0.000
H 0.9625 1.2578 7.4522  0.000
H 0.5798 0.3416 5.2242  -0.001
H -3.5034 4.5686 2.8013  0.000
H -5.4255 5.3862 1.5163  0.000
H -6.0446 4.3158 -0.6263  0.000
H -4.6971 2.4177 -1.4843  0.000
H -2.7620 1.6067 -0.2227  0.020
H -0.2845 3.9683 4.8463  -0.002
H -1.0696 4.7514 7.0386  0.000
H -3.3081 4.0881 7.8652  0.000
H -4.7563 2.6526 6.4632  0.000
H -3.9933 1.8953 4.2650  0.000
C 1.8824 -0.3492 -4.3099  0.002
As 2.6061 -0.5788 -2.5073  0.011
C 3.2026 -2.4336 -2.7458  0.004
C 4.3244 0.3947 -2.7465  0.006
C 5.1431 0.0017 -3.9331  -0.001
C 5.0839 0.7411 -5.1132  0.001
C 5.8209 0.3697 -6.2283  -0.001
C 6.6392 -0.7495 -6.1825  0.001
C 6.7167 -1.4889 -5.0104  -0.001
C 5.9758 -1.1165 -3.8990  0.002
H 2.5955 -0.6878 -5.0616  0.001
H 1.6312 0.6963 -4.4854  0.001
H 0.9655 -0.9348 -4.3801  0.000
H 3.7168 -2.5743 -3.6961  -0.001
H 2.3146 -3.0676 -2.7237  0.000
H 3.8571 -2.7344 -1.9280  0.000
H 4.8784 0.2875 -1.8125  0.000
H 4.0259 1.4431 -2.8187  0.000
H 4.4497 1.6195 -5.1558  0.000
H 5.7594 0.9604 -7.1335  0.000
H 7.2179 -1.0390 -7.0498  0.000
H 7.3609 -2.3576 -4.9592  0.000
H 6.0543 -1.6930 -2.9845  0.001
O -2.1460 -1.1891 -1.4814  0.032
S -1.0596 -1.9464 -2.1712  0.062
C -1.8730 -2.8139 -3.5684  -0.001
C -1.7035 -4.3153 -3.3725  0.000
C -1.7895 -4.5388 -1.8650  -0.001
C -0.8384 -3.5155 -1.2617  -0.008
H -1.4788 -2.4292 -4.5077  0.000
H -2.9146 -2.5057 -3.4641  0.000
H -0.7278 -4.6424 -3.7417  0.000
H -2.4639 -4.8716 -3.9217  0.000
H -1.5238 -5.5562 -1.5762  0.000
H -2.8062 -4.3453 -1.5167  0.000
H 0.2057 -3.8128 -1.3957  -0.001
H -1.0221 -3.2822 -0.2133  0.005
O -0.2303 -1.3577 1.4308  0.081
S -0.7758 2.1096 -2.6241  -0.028
C -0.2792 1.3354 -1.3702  0.296